{"formula": "C5H34N3O10", "method": "the ωB97M-V functional and the def2-TZVPD basis", "homo_energy_ev": -10.861, "e_tot_ha": -1127.31833, "e_above_lowest_kcal_mol": 55.77, "e_lumo_ev": -2.57, "charge": 1, "elements": ["C", "C", "C", "C", "N", "C", "N", "N", "H", "H", "H", "H", "H", "H", "H", "H", "H", "H", "H", "H", "H", "H", "H", "H", "O", "H", "H", "O", "H", "H", "O", "H", "H", "O", "H", "H", "O", "H", "H", "O", "H", "H", "O", "H", "H", "O", "H", "H", "O", "H", "H", "O"], "xyz": [[-0.407345, 1.757192, 0.633821], [-0.031097, 0.400788, 1.230764], [-1.004902, -0.726041, 0.886598], [-0.481069, -2.190261, 0.921132], [-2.736600, -3.795615, -1.375581], [-2.205208, -3.437609, -0.301430], [-0.841776, -3.044951, -0.229162], [1.403255, 0.154404, 0.695601], [-1.375248, 1.907424, 1.083289], [-0.626941, 2.008849, -0.412424], [0.179456, 2.591457, 1.048889], [0.003083, 0.383796, 2.326248], [-1.506754, -0.671869, -0.087602], [-1.799305, -0.620027, 1.655132], [-0.746983, -2.739713, 1.851575], [0.615893, -2.181528, 0.759281], [-2.207996, -3.929977, -2.230500], [-2.745314, -3.317999, 0.639291], [-0.470811, -2.623758, -1.074127], [1.671602, 0.853670, -0.005113], [1.537895, -0.778433, 0.317357], [2.181107, 0.174927, 1.414408], [0.772257, -2.498623, -3.214404], [0.418360, -1.053932, -3.205341], [0.592313, -1.797177, -2.576860], [2.326782, -1.018045, -2.195705], [3.666083, -0.174247, -2.232421], [2.842893, -0.308280, -1.754074], [-4.246893, 0.133098, -1.706683], [-2.909740, 0.856751, -1.825782], [-3.411344, 0.271703, -1.246298], [3.365027, -0.882248, 2.673522], [2.399871, -1.361250, 3.700350], [2.405227, -0.956327, 2.825857], [3.230658, 3.087099, -1.093905], [3.408934, 1.522562, -0.597695], [2.881642, 2.319382, -0.640101], [0.041696, 1.117030, -3.494256], [0.495288, 0.709099, -4.955234], [0.228886, 0.393234, -4.093342], [-3.012896, 0.795125, 0.505427], [-3.998693, 1.032828, 1.699127], [-3.438043, 1.476870, 1.061093], [-2.675829, 3.408123, -1.643156], [-1.432067, 4.131082, -2.015224], [-1.718895, 3.273017, -1.668020], [-1.703654, 1.261912, 3.191454], [-1.507737, 1.177683, 4.687606], [-1.255242, 0.735861, 3.873337], [5.060221, 0.460870, 1.416176], [4.455106, 1.143975, 2.770661], [4.314843, 0.568101, 2.006446]], "forces_ev_per_a": [[-0.94, 0.80, 1.71], [1.36, -0.07, -1.46], [-0.86, -0.99, 0.04], [1.08, -0.61, -0.39], [-2.02, -0.92, 0.09], [2.26, 1.07, -1.30], [-1.17, 0.56, 1.42], [1.02, -0.04, 0.78], [-0.51, 0.53, 0.12], [0.69, -1.14, 0.05], [0.23, -0.44, -0.16], [0.59, 0.51, -0.50], [0.29, 0.62, 0.04], [0.30, -0.11, -0.50], [0.45, 0.55, -0.52], [-0.37, -0.10, 1.05], [0.53, 0.40, 0.41], [-0.16, -0.29, -0.13], [-0.29, -0.37, -0.22], [-0.45, -0.22, -0.12], [-0.20, 0.03, -0.41], [-1.48, 0.31, -0.37], [-0.02, -0.43, 0.30], [-0.11, 0.01, 0.49], [0.32, 0.24, -0.83], [0.21, 0.38, 0.19], [-0.13, -0.25, -0.23], [-0.02, -0.27, 0.09], [0.00, -0.11, 0.14], [0.01, -0.02, -0.02], [0.20, -0.15, -0.73], [-0.28, 0.20, -0.23], [-0.55, -0.06, 0.05], [0.69, -0.71, 0.81], [0.65, -0.47, -0.11], [0.77, 0.44, -0.65], [-1.34, 0.18, 0.76], [0.06, 0.44, -0.21], [0.01, 0.38, -0.08], [-0.15, -0.59, 0.24], [-0.91, 0.31, 0.26], [-0.15, -0.24, -0.05], [0.46, 0.22, 0.43], [-0.03, -0.27, 0.26], [0.26, -0.26, 0.08], [-0.38, 0.61, -0.53], [0.00, -0.13, 0.14], [0.02, -0.05, 0.26], [-0.35, 0.32, -0.20], [0.57, 0.48, 0.43], [0.59, -0.03, -0.56], [-0.75, -0.25, -0.12]], "lowdin_charge": [-0.0521, -0.2840, -0.1320, -0.1877, 0.0816, -0.3099, -0.0311, 0.1809, 0.0390, 0.0611, 0.1028, 0.1103, 0.1011, 0.1154, 0.1320, 0.0984, 0.0419, 0.1198, 0.0640, 0.0812, 0.1037, 0.1100, 0.0743, 0.0129, -0.0734, 0.0255, 0.0556, -0.0671, 0.0740, 0.0418, -0.0450, 0.0307, 0.0738, -0.0639, 0.0602, 0.0047, -0.0468, 0.0589, 0.0718, -0.0179, -0.0125, 0.0517, -0.0764, 0.0575, 0.0599, -0.0554, 0.0312, 0.0555, -0.0472, 0.0693, 0.0870, -0.0370]}

=====

{"formula": "C13H18F5I2OP2Tb", "method": "the ωB97M-V functional and the def2-TZVPD basis", "homo_energy_ev": [-13.002, -13.030], "e_tot_ha": -3182.56532, "e_above_lowest_kcal_mol": 0.00, "e_lumo_ev": [-8.79, -7.32], "charge": 2, "spin_multiplicity": 7, "elements": ["I", "I", "Tb", "P", "C", "C", "H", "H", "H", "H", "H", "H", "C", "H", "H", "H", "P", "C", "C", "H", "H", "H", "C", "H", "H", "H", "H", "H", "H", "C", "O", "F", "C", "C", "C", "F", "C", "F", "C", "F", "C", "F"], "xyz": [[1.685324, -2.085163, -1.639588], [-1.383423, -2.124611, -1.466919], [-0.711650, 1.049817, 0.434368], [1.217121, 2.860791, -0.185213], [1.643607, 3.548632, 1.460179], [2.765671, 2.891437, -1.149691], [3.253992, 3.872903, -1.126457], [0.598676, 5.185245, -0.701470], [2.521595, 2.642264, -2.199911], [0.160286, 4.061176, -2.027156], [2.510579, 3.008193, 1.861554], [3.452921, 2.137220, -0.733735], [0.186943, 4.192924, -0.937863], [1.877528, 4.621227, 1.363472], [-0.845211, 4.154126, -0.550763], [0.811144, 3.457311, 2.171645], [0.446965, -4.066871, -2.675646], [0.266787, -5.365918, -1.427330], [-0.815913, -4.147258, -3.988709], [2.117856, -3.322428, -4.205857], [1.894509, -5.073581, -4.390553], [2.856251, -4.427761, -3.040460], [1.972599, -4.263539, -3.662089], [-0.773632, -3.217041, -4.567992], [-0.589271, -4.985037, -4.661788], [0.164563, -6.367030, -1.883935], [-0.625494, -5.177677, -0.805284], [-1.837979, -4.252842, -3.612171], [1.127008, -5.372693, -0.741705], [-0.094906, -0.859411, 1.795577], [-0.072907, -1.856726, 2.389370], [0.355278, 0.997995, 4.409441], [-0.875998, 1.389181, 3.965578], [-1.121616, 1.554763, 2.631367], [-2.429817, 1.835205, 2.250720], [-2.715948, 1.871583, 0.794301], [-3.472349, 2.059707, 3.139806], [-4.739465, 2.317968, 2.722102], [-3.173559, 1.915408, 4.482184], [-4.121184, 2.194084, 5.383237], [-1.872448, 1.630808, 4.906783], [-1.614436, 1.515620, 6.220601]], "forces_ev_per_a": [[1.93, -0.41, -0.13], [-3.28, 1.26, 1.13], [0.19, -1.49, -1.68], [0.86, 1.76, -0.23], [0.00, 0.06, 0.13], [-0.06, -0.59, -0.26], [-0.27, -0.13, 0.15], [-0.07, -0.34, -0.06], [0.23, 0.04, 0.50], [-0.06, 0.04, 0.25], [-0.20, 0.17, -0.02], [-0.18, 0.27, -0.28], [-0.16, -0.19, 0.03], [0.06, -0.40, -0.04], [0.24, 0.13, -0.14], [0.21, -0.03, -0.19], [1.68, 0.35, -0.34], [-0.29, -0.06, 0.62], [-0.40, 0.47, 0.09], [-0.08, -0.26, 0.04], [-0.07, -0.05, 0.07], [-0.22, 0.01, 0.00], [0.05, -0.70, -0.36], [0.06, -0.16, 0.11], [0.25, 0.09, 0.30], [0.09, 0.52, -0.12], [0.29, 0.00, -0.42], [0.30, 0.03, 0.15], [-0.11, 0.10, -0.42], [0.38, -5.82, 2.84], [0.01, 4.58, -2.42], [-1.14, 0.46, -0.56], [0.63, 0.03, 1.19], [-0.94, -0.04, -1.54], [-0.10, 0.27, 1.16], [-0.33, 0.40, 1.26], [-1.47, -0.20, -1.57], [1.66, -0.22, 0.59], [-0.49, 0.95, 1.07], [0.78, -0.48, -0.70], [0.34, -0.55, 1.07], [-0.33, 0.16, -1.30]], "lowdin_charge": [0.4328, 0.0697, 1.3488, 0.6977, -0.2428, -0.2381, 0.0748, 0.0735, 0.0646, 0.0627, 0.0673, 0.0599, -0.2471, 0.0746, 0.0432, 0.0313, 0.3943, -0.2433, -0.2765, 0.0301, 0.0637, 0.0385, -0.3607, 0.0657, 0.0762, 0.0830, 0.0457, 0.0384, 0.0661, -0.0910, 0.1591, 0.0920, -0.2161, -0.2169, -0.1787, -0.1280, -0.1051, 0.1404, -0.0906, 0.1719, -0.0896, 0.1583]}

=====

{"formula": "C3H9NO2", "method": "the ωB97M-V functional and the def2-TZVPD basis", "homo_energy_ev": -9.525, "e_tot_ha": -324.92760, "e_above_lowest_kcal_mol": 28.25, "smiles": "CCNC=O.O", "e_lumo_ev": 0.66, "charge": 0, "elements": ["C", "N", "C", "C", "O", "H", "H", "H", "H", "H", "H", "H", "H", "H", "O"], "xyz": [[0.485358, -1.320472, -2.434891], [0.731099, -0.491110, -1.385248], [-0.149484, 0.586993, -0.965701], [-0.022569, 0.877759, 0.540783], [1.129206, -2.314755, -2.683209], [-0.376985, -0.951989, -3.009118], [1.631976, -0.513368, -0.939072], [-1.174677, 0.239642, -1.134355], [-0.063034, 1.465865, -1.602980], [0.553785, 1.792963, 0.681782], [0.638979, 0.091843, 0.925401], [-0.909005, 0.797828, 1.137754], [-0.181639, 0.382614, 3.861130], [-1.358942, -0.719956, 3.660453], [-0.934066, 0.076143, 3.347272]], "forces_ev_per_a": [[0.31, 0.25, 0.72], [0.13, 0.44, 0.01], [-1.41, -0.34, -0.02], [1.86, -0.50, -0.80], [-0.06, 0.16, -0.36], [-0.23, -0.37, -0.21], [0.12, -0.44, 0.00], [0.08, -0.04, -0.11], [0.35, 0.25, 0.15], [-0.44, 0.21, 0.28], [-0.18, 0.05, 0.19], [-0.48, 0.39, -0.06], [-0.28, -0.66, 0.36], [0.45, -0.12, 0.63], [-0.23, 0.72, -0.80]], "lowdin_charge": [-0.3748, -0.0001, -0.2531, -0.0834, 0.0148, 0.1311, 0.1343, 0.1087, 0.1058, 0.0732, 0.0674, 0.0426, 0.0464, 0.0390, -0.0521]}